1.
46
Properties=species:S:1:pos:R:3 method="wB97M-V/def2-TZVPD" max_force_ev_per_a=1.257 orbital_gap_ev=8.129 total_energy_ev=-79906.1471 mol_weight_da=700.5
Ir -0.8497 1.6208 -1.3743
O -1.0503 -1.0968 -4.4162
C -1.0750 -0.6470 -3.2914
O -1.2214 0.6328 -3.0657
C -1.0089 -1.6108 -2.1287
C -1.3380 -2.9228 -2.4269
C -1.3139 -3.8998 -1.4492
C -0.9153 -3.6137 -0.1605
C -0.5392 -2.3224 0.1272
C -0.6184 -1.2655 -0.8180
O -0.3236 -0.0642 -0.4228
N -0.0308 -2.0752 1.4795
O -0.5192 -2.7169 2.3862
O 0.8923 -1.2893 1.6202
N -1.6904 -5.2748 -1.7846
O -1.6380 -6.1043 -0.8961
O -2.0284 -5.5050 -2.9273
H -1.6125 -3.1658 -3.4431
H -0.8785 -4.3815 0.5977
N 2.6167 0.1475 -0.4943
C 2.0198 1.3272 -0.4857
S 1.3500 1.9386 -1.9958
N 1.9203 2.0451 0.6225
C 2.3006 1.6475 1.9386
C 3.5343 1.0652 2.1949
C 3.8582 0.7093 3.4964
C 2.9683 0.9468 4.5320
C 1.7471 1.5512 4.2669
C 1.4082 1.9016 2.9711
H 2.4925 -0.3933 -1.3355
H 2.6959 -0.3747 0.3705
H 1.2551 2.8076 0.5509
H 4.2508 0.9205 1.3978
H 4.8178 0.2525 3.6979
H 3.2262 0.6654 5.5438
H 1.0491 1.7419 5.0709
H 0.4478 2.3500 2.7478
O -1.6846 3.5206 -1.8524
C -1.2852 3.9857 -0.7502
O -0.6505 3.2229 0.0356
H -1.4895 5.0229 -0.4742
Cl -4.6858 0.8760 -3.3014
C -4.2829 1.8900 -1.9364
Cl -3.1941 1.0411 -0.7770
H -5.1779 2.1222 -1.3722
H -3.7492 2.7707 -2.2684

***

2.
7
Properties=species:S:1:pos:R:3 method="wB97M-V/def2-TZVPD" charge=-1 max_force_ev_per_a=8.487 orbital_gap_ev="6.876 / 8.142" multiplicity=3 total_energy_ev=-8592.9082 mol_weight_da=76.0
N 0.9701 1.4510 -0.1202
N 1.2538 0.2823 -0.0142
N -1.3878 -0.0582 0.0825
O -2.6277 0.0793 0.1110
O -0.9223 -1.1881 -0.3203
H 0.6020 -0.5042 -0.2961
H 2.1119 -0.0621 0.5573

***

3.
50
Properties=species:S:1:pos:R:3 method="wB97M-V/def2-TZVPD" charge=+1 max_force_ev_per_a=0.167 orbital_gap_ev=6.972 total_energy_ev=-53543.4623 mol_weight_da=632.4
Ta -0.1464 0.4940 0.4828
C -4.0026 4.4277 -0.1247
C -2.6587 4.2899 0.1901
C -2.1405 3.0237 0.4060
C -2.9667 1.9124 0.2939
C -4.3118 2.0385 -0.0284
C -4.8228 3.3075 -0.2292
N -2.3293 0.6545 0.4720
N -3.0177 -0.3861 0.5300
C -2.2793 -1.5748 0.6311
C -3.0246 -2.7447 0.7194
C -2.3609 -3.9574 0.8081
C -0.9744 -3.9755 0.8045
C -0.2384 -2.7923 0.7155
C -0.8654 -1.5591 0.6255
H -4.4160 5.4129 -0.2911
H -2.0222 5.1593 0.2755
H -1.0965 2.9201 0.7093
H -4.9304 1.1578 -0.1233
H -5.8681 3.4274 -0.4787
H -4.1049 -2.6838 0.7169
H -2.9192 -4.8803 0.8776
H -0.4512 -4.9204 0.8731
H 0.8423 -2.8570 0.7248
F 6.4002 -0.5296 -0.7428
C 5.1923 -0.0071 -0.8596
C 4.1046 -0.6346 -0.2718
F 4.2439 -1.7606 0.4138
C 2.8720 -0.0421 -0.4202
F 1.7805 -0.6713 0.1710
C 2.6277 1.1216 -1.1107
S 1.0069 1.7898 -1.2851
C 3.7383 1.7270 -1.6872
F 3.5975 2.8542 -2.3709
C 5.0040 1.1738 -1.5648
F 6.0429 1.7738 -2.1197
C 0.4974 0.2125 4.4110
C 0.5682 1.4046 3.4577
C 1.9826 1.9827 3.4128
C -0.4429 2.4784 3.8579
N 0.2192 0.9407 2.1252
H 0.7541 0.5312 5.4214
H 1.1979 -0.5657 4.1058
H -0.5079 -0.2097 4.4242
H 2.2684 2.3450 4.4003
H 2.0369 2.8148 2.7093
H 2.6996 1.2182 3.1089
H -0.2249 2.8280 4.8669
H -1.4579 2.0789 3.8425
H -0.3900 3.3335 3.1821

***

4.
22
Properties=species:S:1:pos:R:3 method="wB97M-V/def2-TZVPD" charge=+1 max_force_ev_per_a=9.589 orbital_gap_ev="6.199 / 6.328" total_energy_ev=-16878.8281 smiles=N[C@H]1COC[C@@H]([n+]2nnco2)N1 mol_weight_da=172.2
N 2.2679 1.6805 -1.2468
C 1.5979 0.9965 -0.1503
C 0.7607 2.1116 0.5447
O -0.0928 1.4648 1.5650
C -0.8722 0.4001 1.1322
C 0.0881 -0.7833 0.4996
N -0.7247 -1.7146 0.0687
N -1.4097 -2.8532 1.0191
N -2.3431 -3.2965 0.2969
C -2.4630 -2.6714 -0.8314
O -1.5013 -1.7405 -1.0153
N 0.9016 -0.1786 -0.5947
H 1.7522 2.4023 -1.7558
H 2.9740 1.2067 -1.7813
H 2.5617 0.7171 0.5253
H 1.4527 2.6688 1.2141
H 0.0665 2.7392 -0.1168
H -1.4075 0.8487 0.2255
H -1.3063 -0.0506 2.0154
H 0.6259 -1.1514 1.4030
H -3.1728 -2.8279 -1.6468
H 0.2442 0.0317 -1.3703